(1)
# C20H32BN5O4PS

A 5-piece molecular cluster, C20H32BN5O4PS overall in a non-equilibrium geometry (wB97M-V/def2-TZVPD, OMol25).

```
64
Properties=species:S:1:pos:R:3:lowdin_charge:R:1
C 4.12687 -0.48194 2.26575 0.03
C 3.38742 0.63909 1.55841 -0.11
C 3.12576 0.66825 -0.07461 -0.16
N 4.43087 0.54790 -0.88787 -0.10
B 5.24962 1.83476 -0.86837 -0.50
O 6.58072 1.81292 -0.16486 0.08
O 4.87668 3.11522 -1.50017 -0.02
C 5.67681 4.24222 -0.99530 -0.08
P 4.17760 -0.14055 -2.52190 0.44
O 4.53406 -1.87624 -2.39308 -0.23
O 5.28542 0.46995 -3.73551 -0.22
S 2.34893 -0.02306 -3.17992 0.42
H 3.65196 -1.53782 2.48753 0.10
H 5.26297 -0.26728 2.53797 0.10
H 2.97433 1.51917 2.21649 0.12
H 2.51642 -0.33003 -0.31171 0.14
H 2.45791 1.56300 -0.43634 0.16
H 5.01434 -0.16954 -0.36038 0.16
H 6.95593 0.90766 -0.45432 0.14
H 6.83410 4.16545 -1.27370 0.13
H 5.53451 4.46207 0.15931 0.13
H 5.30552 5.23441 -1.54482 0.13
H 5.12038 -2.03607 -1.57392 0.10
H 4.99080 0.03397 -4.60355 0.12
N 0.40587 0.63818 3.56616 0.00
C 0.22771 -0.03159 4.74862 -0.12
C -0.89899 0.47344 5.35827 -0.10
C -1.42209 1.47914 4.51082 -0.13
C -0.59845 1.55782 3.41020 -0.15
H 1.15985 0.47825 2.91075 0.10
H 0.91697 -0.80703 5.05493 0.11
H -1.30142 0.15139 6.30994 0.11
H -2.30496 2.08073 4.68439 0.11
H -0.64022 2.18871 2.53236 0.11
N -0.79291 -1.93905 -3.17622 -0.01
C -1.88734 -2.17889 -2.38677 -0.16
C -2.57656 -3.24195 -2.92628 -0.11
C -1.86967 -3.66177 -4.07836 -0.10
C -0.77104 -2.84182 -4.20734 -0.13
H -0.10806 -1.21054 -3.02162 0.06
H -2.08234 -1.57321 -1.51194 0.10
H -3.48917 -3.66970 -2.53193 0.10
H -2.13326 -4.47509 -4.74206 0.10
H 0.02158 -2.82272 -4.94338 0.11
N -2.98467 -0.82122 3.10264 0.01
C -4.07910 -1.06107 3.89210 -0.13
C -4.76833 -2.12413 3.35259 -0.11
C -4.06144 -2.54394 2.20051 -0.12
C -2.96280 -1.72400 2.07152 -0.15
H -2.29983 -0.09272 3.25724 0.08
H -4.27411 -0.45538 4.76693 0.11
H -5.68094 -2.55187 3.74693 0.09
H -4.32503 -3.35726 1.53680 0.09
H -2.17018 -1.70489 1.33548 0.09
N -4.60652 0.22221 -2.43866 0.00
C -5.93821 0.29384 -2.75491 -0.13
C -6.37692 1.56629 -2.46402 -0.11
C -5.26938 2.28925 -1.96011 -0.12
C -4.18871 1.43597 -1.95812 -0.16
H -4.02316 -0.59765 -2.54423 0.11
H -6.45864 -0.56491 -3.15729 0.11
H -7.38538 1.93443 -2.60116 0.09
H -5.26087 3.32140 -1.63442 0.09
H -3.16123 1.58782 -1.65546 0.09
```

Values from the calculation:
Charge: +1
HOMO-LUMO gap, eV: 3.50
Energy, eV: -57688.418
HOMO energy, Eh: -0.3459

***

(2)
# C20H32Br3Cl2CuO9

C20H32Br3Cl2CuO9 as an isolated structure in a non-equilibrium geometry (wB97M-V/def2-TZVPD, OMol25).

```
67
Properties=species:S:1:pos:R:3:lowdin_spin:R:1
Cu -25.79886 12.76527 -5.45928 0.05
C -24.39604 14.79080 -1.79410 0.00
C -24.07342 14.13870 -3.10820 0.10
O -25.08218 13.33828 -3.56784 0.74
H -23.68380 15.58810 -1.55781 0.00
H -24.43884 14.13336 -0.92206 0.00
H -25.37298 15.28842 -1.76705 0.00
H -23.11797 13.59581 -3.04288 0.03
H -24.00385 14.89988 -3.91241 0.05
O -23.45209 20.87158 -1.26386 0.00
C -24.53458 20.39591 -1.35506 0.00
O -24.70813 19.04343 -1.41652 0.00
C -26.06051 18.68119 -1.76883 0.00
C -26.76292 19.99257 -2.11430 0.00
C -25.89482 21.06633 -1.40472 0.00
H -26.54405 18.08948 -0.98866 0.00
H -26.00763 18.00210 -2.62750 0.00
H -27.79547 20.01116 -1.76847 0.00
H -26.79134 20.20252 -3.18261 0.00
H -26.24888 21.29784 -0.40319 0.00
H -25.85449 21.95786 -2.02196 0.00
O -25.73402 14.76769 -6.20111 0.00
C -24.98486 15.68520 -6.46639 0.00
O -25.36102 16.92314 -6.26007 0.00
C -24.34299 17.87736 -6.61067 0.00
C -23.07778 17.07637 -6.96005 0.00
C -23.64758 15.65884 -7.13327 0.00
H -24.15195 18.48214 -5.72166 0.00
H -24.64702 18.58778 -7.37471 0.00
H -22.36561 17.16440 -6.14736 0.00
H -22.67938 17.46000 -7.89267 0.00
H -22.93090 14.91863 -6.78154 0.00
H -23.85935 15.43737 -8.18392 0.00
O -29.05779 14.15526 -2.17634 0.00
C -28.37953 14.00413 -1.21035 0.00
O -28.05367 15.02092 -0.39547 0.00
C -27.05793 14.61368 0.57696 0.00
C -27.08055 13.10022 0.59286 0.00
C -27.68828 12.74198 -0.77908 0.00
H -27.38852 15.06131 1.51239 0.00
H -26.09341 15.05397 0.32223 0.00
H -27.75270 12.72383 1.36309 0.00
H -26.08798 12.68162 0.74129 0.00
H -28.19867 11.78778 -0.83203 0.00
H -26.85835 12.61762 -1.48945 0.00
O -20.79933 16.37268 -0.49845 0.00
C -21.19557 16.93954 -1.46570 0.00
O -21.46674 16.28119 -2.63295 0.00
C -22.14448 17.14379 -3.57541 0.00
C -22.52511 18.42547 -2.81275 0.00
C -21.63400 18.39008 -1.56497 0.00
H -23.00219 16.54100 -3.89938 0.00
H -21.53265 17.28063 -4.46759 0.00
H -23.58992 18.45215 -2.58570 0.00
H -22.29421 19.27715 -3.45226 0.00
H -22.12893 18.66510 -0.63827 0.00
H -20.74230 19.00415 -1.69191 0.00
C -23.59576 10.17154 -1.67972 0.00
Cl -25.34424 10.25923 -1.39082 0.00
Cl -23.16875 8.83780 -2.76414 0.00
H -23.34805 11.06594 -2.23525 0.00
H -23.05015 10.08227 -0.75234 0.00
C -23.11311 16.61157 1.79384 0.00
Br -24.73172 17.62471 1.61481 0.00
Br -23.28977 15.08806 2.94197 0.00
Br -21.66764 17.76700 2.32061 0.00
H -22.83051 16.23276 0.82380 0.00
```

Values from the calculation:
Charge: +1
HOMO-LUMO gap (spin up / spin down), eV: 7.59 / 5.79
Energy, eV: -319489.574
2S+1: 2
HOMO energy (spin up / spin down), Eh: -0.4415 / -0.4415

***

(3)
# C20H32Cl2FeN3O3

C20H32Cl2FeN3O3 as an isolated structure in a non-equilibrium geometry (wB97M-V/def2-TZVPD, OMol25).

```
61
Properties=species:S:1:pos:R:3:lowdin_spin:R:1
O 0.71200 -2.80695 0.52481 0.01
C 0.31163 -3.85237 0.03047 0.00
C 0.42014 -5.20155 0.67088 0.00
C 0.45205 -5.31501 2.06552 0.00
H 0.19760 -4.44448 2.66517 0.00
C 0.83147 -6.51695 2.65732 0.00
H 0.90224 -6.58682 3.73907 0.00
C 1.13546 -7.63426 1.87015 0.00
H 1.45516 -8.56709 2.34034 0.00
C 0.97583 -7.55457 0.47964 0.00
H 1.16673 -8.43553 -0.13517 0.00
C 0.58619 -6.35157 -0.11702 0.00
H 0.42368 -6.27771 -1.19531 0.00
H -0.15593 -3.89579 -0.98068 0.00
C 3.49099 -0.40413 -0.89480 0.05
C 2.31303 0.46954 -1.11821 0.30
H 4.37210 0.01084 -1.40445 0.01
H 3.31023 -1.41939 -1.26270 0.00
H 3.74182 -0.49621 0.16667 0.00
C 2.26126 1.49658 -1.95966 0.06
C 3.41654 2.03811 -2.75620 0.02
H 1.34549 2.07933 -2.10080 0.01
H 4.15037 1.24915 -2.93601 0.00
H 3.94708 2.86441 -2.26108 0.00
H 3.07730 2.41287 -3.72598 0.00
Fe 0.77864 0.39669 0.36596 4.02
Cl 1.64137 -0.03259 2.30042 0.20
Cl -0.97489 -0.40715 -0.64442 0.20
H -2.48356 -1.66919 3.22343 0.00
H -1.52262 -0.12045 5.19891 0.00
C -1.85983 -0.99869 2.61777 0.00
C -1.14494 0.54821 4.41047 0.00
N -1.86802 0.33781 3.16867 0.00
H -2.23035 -0.95821 1.59359 0.00
C -2.43827 1.38558 2.51542 0.00
O -3.06121 1.33402 1.45640 0.00
H -1.27104 1.59368 4.72508 0.00
H -2.28265 2.33917 3.06380 0.00
H -0.83541 -1.39270 2.62879 0.00
H -0.07312 0.34283 4.26312 0.00
H -3.62987 3.59152 -4.37808 0.00
H -4.71546 1.46987 -3.04749 0.00
C -2.71936 2.98133 -4.37186 0.00
C -3.70399 1.05541 -3.15687 0.00
N -2.70215 2.10800 -3.22081 0.00
H -1.84119 3.62509 -4.33341 0.00
C -1.77809 2.24794 -2.25041 0.00
O -0.75162 2.92679 -2.31558 0.00
H -3.49079 0.40906 -2.29957 0.00
H -2.03718 1.66533 -1.35141 0.00
H -2.73414 2.39070 -5.29344 0.00
H -3.69293 0.45580 -4.07726 0.00
C 1.15262 5.96841 1.05917 0.00
C 0.79089 4.88643 0.02616 0.01
C 0.92451 3.51162 0.41793 0.03
N 0.85731 2.35331 0.54493 0.06
H 0.37095 6.04680 1.81744 0.00
H 1.24111 6.93294 0.55208 0.00
H 2.09662 5.75825 1.56196 0.00
H -0.26359 5.01551 -0.26190 0.00
H 1.41178 5.04041 -0.87095 0.00
```

Values from the calculation:
HOMO-LUMO gap (spin up / spin down), eV: 8.07 / 7.84
Energy, eV: -91303.762
Energy relative to the best compared isomer or geometry (same formula, charge and spin), kJ/mol: 64.1
2S+1: 6
HOMO energy (spin up / spin down), Eh: -0.2850 / -0.3045